1.
The following is a quantum chemistry calculation of a 2-piece molecular cluster, C3H7N4 overall, from the Open Molecules 2025 dataset.

Results
- Net charge: +1
- Kohn-Sham gap (alpha / beta): 6.634 / 6.635 eV
- HOMO (alpha / beta): -12.750 / -12.751 eV
- ΔE to the lowest compared entry with this formula, charge and spin: 96.1 kcal/mol

Each line ends with the Mulliken charge.
CARTESIAN COORDINATES (ANGSTROEM)
1 N 2.604 0.536 -0.330  0.18
2 N 0.473 0.092 -0.527  -0.36
3 N -1.393 1.077 0.166  -0.25
4 N 3.212 -0.254 0.255  0.11
5 C -1.672 -0.396 0.126  -0.43
6 C -0.336 -1.022 -0.241  -0.35
7 C -0.105 1.202 -0.270  -0.01
8 H 0.426 2.175 -0.212  0.36
9 H -2.129 -0.846 1.057  0.26
10 H 0.206 -1.462 0.649  0.21
11 H -2.541 -0.606 -0.556  0.26
12 H -2.232 1.771 -0.027  0.32
13 H 3.829 -0.523 0.988  0.37
14 H -0.343 -1.744 -1.077  0.32

***

2.
The following is a quantum chemistry calculation of an isolated ion of composition C3H7N4 and charge +1, from the Open Molecules 2025 dataset.

Results
- Net charge: +1
- Kohn-Sham gap: 9.258 eV
- HOMO: -14.271 eV
- ΔE to the lowest compared entry with this formula, charge and spin: 54.3 kcal/mol

Each line ends with the Mulliken charge.
CARTESIAN COORDINATES (ANGSTROEM)
1 N -0.368 -1.345 0.639  -0.46
2 N -0.531 0.021 -1.441  -0.44
3 N -1.185 1.805 1.169  -0.21
4 N -1.535 0.813 0.551  -0.31
5 C 0.211 2.011 1.092  -0.48
6 C -0.367 0.195 -0.110  0.98
7 C 0.779 1.034 0.371  -0.49
8 H -0.223 -2.063 -0.077  0.34
9 H -1.288 -1.463 1.071  0.35
10 H 0.643 2.865 1.573  0.48
11 H 0.359 -1.415 1.356  0.35
12 H 0.249 0.091 -2.075  0.23
13 H 1.800 0.901 0.083  0.42
14 H -1.458 0.020 -1.833  0.23

***

3.
The following is a quantum chemistry calculation of an isolated ion of composition C3H7N4 and charge +1, from the Open Molecules 2025 dataset.

Results
- Spin multiplicity: 3
- Net charge: +1
- Kohn-Sham gap (alpha / beta): 6.740 / 6.672 eV
- HOMO (alpha / beta): -10.259 / -14.592 eV
- ΔE to the lowest compared entry with this formula, charge and spin: 93.3 kcal/mol

Each line ends with the Mulliken charge.
CARTESIAN COORDINATES (ANGSTROEM)
1 N -0.850 -1.384 0.184  -0.59
2 N 0.380 -1.129 0.830  0.19
3 N 1.433 -0.056 -0.906  -0.39
4 N 1.166 1.114 1.107  -0.57
5 C -2.185 0.616 -0.532  -0.58
6 C 1.026 0.138 0.332  0.36
7 C -1.526 -0.397 -0.167  0.50
8 H -2.080 1.017 -1.523  0.27
9 H 1.720 1.972 0.880  0.30
10 H -2.877 1.137 0.085  0.29
11 H 0.040 -0.851 1.854  0.44
12 H 1.610 0.717 -1.525  0.23
13 H 1.335 -0.918 -1.494  0.27
14 H 0.809 -1.975 0.876  0.30

***

4.
The following is a quantum chemistry calculation of an isolated ion of composition C3H7N4O and charge +1, from the Open Molecules 2025 dataset.

Results
- Net charge: +1
- Kohn-Sham gap: 9.643 eV
- HOMO: -12.710 eV
- ΔE to the lowest compared entry with this formula, charge and spin: 39.0 kcal/mol

Each line ends with the Mulliken charge.
CARTESIAN COORDINATES (ANGSTROEM)
1 O 1.437 0.395 1.983  -0.38
2 N 0.569 0.226 0.947  0.30
3 N -0.125 -0.120 -1.046  -0.15
4 N 2.326 -0.332 -0.723  -0.46
5 N -2.453 0.212 -0.966  -0.54
6 C -0.784 0.426 0.949  -0.39
7 C 0.996 -0.141 -0.264  0.18
8 C -1.239 0.244 -0.324  0.24
9 H 3.001 -0.282 0.062  0.29
10 H 0.829 0.207 2.757  0.41
11 H -0.208 -0.123 -2.054  0.29
12 H -2.406 -0.607 -1.589  0.27
13 H -3.253 0.176 -0.263  0.30
14 H -1.118 0.834 1.877  0.38
15 H 2.426 -1.114 -1.346  0.27

***

5.
The following is a quantum chemistry calculation of an isolated ion of composition C3H7N4O and charge +1, from the Open Molecules 2025 dataset.

Results
- Net charge: +1
- Kohn-Sham gap: 9.425 eV
- HOMO: -14.070 eV
- ΔE to the lowest compared entry with this formula, charge and spin: 50.3 kcal/mol

Each line ends with the Mulliken charge.
CARTESIAN COORDINATES (ANGSTROEM)
1 O 0.648 -1.929 2.224  -0.51
2 N -0.810 0.149 -1.003  -0.19
3 N 0.413 2.131 -0.389  -0.33
4 N 0.502 0.198 1.313  -0.40
5 N 0.041 -1.776 -0.141  -0.31
6 C 0.318 0.836 -0.678  0.19
7 C 0.471 -1.040 1.412  0.48
8 C -0.911 -1.197 -0.766  0.02
9 H 0.028 -2.683 0.134  0.29
10 H 1.261 0.529 -1.079  0.33
11 H -1.864 -1.699 -1.286  0.34
12 H 1.337 2.564 -0.465  0.28
13 H -0.447 2.679 -0.440  0.24
14 H -1.732 0.660 -1.018  0.32
15 H 0.748 0.577 2.183  0.25

***

6.
The following is a quantum chemistry calculation of an isolated ion of composition C3H7N4O2 and charge -1, from the Open Molecules 2025 dataset.

Results
- Net charge: -1
- Kohn-Sham gap: 7.532 eV
- HOMO: -3.819 eV
- ΔE to the lowest compared entry with this formula, charge and spin: 0.0 kcal/mol

Each line ends with the Mulliken charge.
CARTESIAN COORDINATES (ANGSTROEM)
1 O 4.103 -0.868 0.595  -0.75
2 O 4.734 0.688 -0.774  -0.77
3 N 2.644 0.369 -0.543  -0.85
4 N 3.822 0.036 -0.223  1.15
5 N 0.632 -1.275 -0.628  -0.47
6 N 0.549 0.470 0.898  -0.50
7 C -0.433 -0.396 -1.083  -0.50
8 C 1.426 -0.493 0.266  -0.02
9 C -0.510 0.763 -0.062  -0.39
10 H -1.379 -0.939 -1.168  0.32
11 H 1.974 -1.094 0.992  0.47
12 H -0.372 1.726 -0.563  0.23
13 H 1.085 1.297 1.132  0.28
14 H 0.254 -2.057 -0.101  0.27
15 H -1.473 0.779 0.467  0.30
16 H -0.159 -0.010 -2.068  0.23

***

7.
The following is a quantum chemistry calculation of an isolated ion of composition C3H7N4O2 and charge +1, from the Open Molecules 2025 dataset.

Results
- Net charge: +1
- Kohn-Sham gap: 9.622 eV
- HOMO: -13.729 eV
- ΔE to the lowest compared entry with this formula, charge and spin: 3.5 kcal/mol

Each line ends with the Mulliken charge.
CARTESIAN COORDINATES (ANGSTROEM)
1 O -1.592 -1.741 0.239  -0.45
2 O 0.323 -1.031 -0.757  -0.29
3 N 2.458 -0.432 -1.062  -0.36
4 N 1.576 -0.384 1.110  -0.24
5 N -2.778 0.554 0.146  -0.36
6 N -0.505 1.549 0.053  -0.62
7 C -1.406 0.614 0.010  0.64
8 C 1.441 -0.518 -0.198  0.76
9 C -0.932 -0.820 -0.089  0.30
10 H 2.491 -0.097 1.303  0.22
11 H 3.324 -0.128 -0.890  0.16
12 H -3.488 1.290 0.121  0.21
13 H 0.789 -0.306 1.640  0.24
14 H -3.139 -0.393 0.315  0.24
15 H -0.976 2.412 0.192  0.26
16 H 2.414 -0.569 -2.133  0.28

***

8.
The following is a quantum chemistry calculation of C3H7N5 in the gas phase, from the Open Molecules 2025 dataset.

Results
- Kohn-Sham gap: 10.147 eV
- HOMO: -9.462 eV
- ΔE to the lowest compared entry with this formula, charge and spin: 48.7 kcal/mol

Each line ends with the Mulliken charge.
CARTESIAN COORDINATES (ANGSTROEM)
1 N 1.369 1.763 0.829  -0.57
2 N 0.082 -0.692 0.645  -0.54
3 N -0.513 0.443 0.198  0.16
4 N 1.785 -2.200 -0.238  -0.66
5 N -2.394 -0.806 -0.465  -0.67
6 C 0.833 -1.314 -0.382  0.08
7 C -1.723 0.282 -0.380  0.10
8 C 0.218 1.667 0.331  -0.07
9 H 0.447 -0.898 -1.327  0.31
10 H -0.385 2.485 0.032  0.34
11 H 0.658 -0.612 1.517  0.34
12 H 1.588 2.714 0.964  0.26
13 H 2.070 -2.552 -1.107  0.27
14 H -1.791 -1.490 0.048  0.33
15 H -2.243 1.210 -0.667  0.31

***

Largest force on an atom
In order: 6.78, 1.65, 7.72, 3.17, 4.95, 4.74, 5.16, 4.60
Unit: eV Å⁻¹